1.
Below is a 13-piece molecular cluster, C44H69N9O4S4 overall at a distorted geometry, with properties calculated with wB97M-V/def2-TZVPD.

Positions of all 130 atoms, in Å:
C: 7.099 -26.009 -13.726
S: 8.520 -25.915 -14.947
O: 9.699 -25.470 -14.016
C: 8.740 -27.728 -15.328
H: 7.597 -26.261 -12.790
H: 6.373 -26.799 -13.917
H: 6.734 -25.009 -13.490
H: 9.512 -27.899 -16.078
H: 7.793 -28.260 -15.419
H: 9.317 -28.138 -14.499
C: -2.285 -24.675 -8.926
S: -1.997 -22.944 -9.456
O: -0.786 -23.299 -10.305
C: -3.547 -22.571 -10.489
H: -2.486 -25.458 -9.657
H: -3.111 -24.783 -8.224
H: -1.391 -25.044 -8.424
H: -3.762 -23.417 -11.141
H: -3.402 -21.629 -11.018
H: -4.385 -22.477 -9.797
C: 1.844 -23.738 -17.174
S: 2.993 -24.794 -18.246
O: 2.122 -25.424 -19.277
C: 3.831 -23.434 -19.201
H: 1.211 -24.273 -16.465
H: 1.173 -23.218 -17.858
H: 2.454 -23.042 -16.599
H: 4.549 -22.801 -18.680
H: 3.102 -22.896 -19.808
H: 4.363 -24.072 -19.908
C: 3.661 -18.368 -10.565
S: 3.173 -16.634 -10.765
O: 2.960 -16.135 -12.227
C: 1.440 -16.906 -10.243
H: 3.518 -18.990 -11.448
H: 3.262 -18.836 -9.665
H: 4.725 -18.345 -10.330
H: 1.227 -16.904 -9.174
H: 1.034 -17.877 -10.529
H: 0.718 -16.198 -10.649
N: 9.487 -19.844 -18.590
C: 8.735 -19.295 -17.574
C: 8.065 -18.211 -18.082
C: 8.635 -17.984 -19.367
C: 9.390 -19.097 -19.748
H: 10.178 -20.578 -18.534
H: 8.885 -19.766 -16.614
H: 7.329 -17.584 -17.599
H: 8.328 -17.281 -20.127
H: 9.931 -19.352 -20.647
N: -4.759 -12.313 -15.548
C: -4.036 -11.402 -16.226
C: -2.709 -11.583 -15.914
C: -2.656 -12.627 -15.078
C: -3.914 -13.207 -15.008
H: -5.760 -12.333 -15.413
H: -4.543 -10.653 -16.815
H: -1.873 -10.993 -16.260
H: -1.788 -12.996 -14.552
H: -4.289 -14.075 -14.485
N: 1.432 -17.168 -19.695
C: 0.419 -17.058 -18.700
C: -0.690 -17.586 -19.292
C: -0.356 -18.153 -20.518
C: 1.005 -17.914 -20.763
H: 2.396 -16.868 -19.720
H: 0.703 -16.559 -17.785
H: -1.729 -17.545 -19.000
H: -1.039 -18.680 -21.168
H: 1.657 -18.208 -21.572
N: 6.492 -10.279 -16.982
C: 6.004 -11.002 -18.052
C: 6.819 -10.819 -19.121
C: 7.703 -9.701 -18.754
C: 7.354 -9.342 -17.429
H: 6.249 -10.455 -16.017
H: 5.218 -11.690 -17.778
H: 6.634 -11.308 -20.065
H: 8.393 -9.267 -19.463
H: 7.730 -8.570 -16.774
N: 2.721 -7.513 -11.947
C: 2.550 -8.660 -11.201
C: 2.733 -8.389 -9.866
C: 2.990 -6.975 -9.849
C: 3.037 -6.475 -11.146
H: 2.340 -7.346 -12.868
H: 2.320 -9.590 -11.700
H: 2.648 -9.052 -9.018
H: 3.203 -6.376 -8.976
H: 3.141 -5.466 -11.517
N: 1.762 -18.042 -3.931
C: 1.410 -19.322 -4.108
C: 2.437 -20.031 -3.778
C: 3.561 -19.223 -3.588
C: 3.144 -17.969 -3.794
H: 1.143 -17.244 -3.895
H: 0.379 -19.627 -4.206
H: 2.489 -21.097 -3.945
H: 4.563 -19.532 -3.326
H: 3.719 -17.073 -3.615
N: -7.893 -14.281 -8.388
C: -7.397 -15.560 -8.192
C: -6.034 -15.446 -8.008
C: -5.705 -14.107 -7.871
C: -6.850 -13.371 -8.236
H: -8.820 -13.970 -8.642
H: -8.169 -16.316 -8.225
H: -5.370 -16.298 -7.975
H: -4.727 -13.691 -7.682
H: -7.181 -12.343 -8.231
N: 10.009 -17.461 -3.274
C: 9.272 -16.686 -4.082
C: 9.444 -15.321 -3.694
C: 10.229 -15.280 -2.557
C: 10.620 -16.632 -2.346
H: 9.944 -18.468 -3.274
H: 8.586 -17.096 -4.808
H: 9.011 -14.465 -4.190
H: 10.474 -14.455 -1.904
H: 11.259 -17.140 -1.640
N: 7.821 -11.314 -10.273
C: 8.632 -10.964 -9.243
C: 9.669 -11.834 -9.263
C: 9.550 -12.716 -10.305
C: 8.322 -12.417 -10.934
H: 6.957 -10.836 -10.487
H: 8.270 -10.265 -8.503
H: 10.464 -11.883 -8.534
H: 10.220 -13.540 -10.499
H: 7.792 -12.951 -11.709

Computed properties:
net charge = 0
highest occupied orbital energy = -7.876 eV

Results of the Löwdin charge analysis, in e, for atoms 1 through 4: atom 1 (C): -0.2464, atom 2 (S): 0.8446, atom 3 (O): -0.6037, atom 4 (C): -0.2585

2.
Below is a 20-piece molecular cluster, C44H70FN20OP overall at a distorted geometry, with properties calculated with wB97M-V/def2-TZVPD.

Positions of all 137 atoms, in Å:
C: 0.242 -2.286 -2.218
C: 0.076 -0.919 -1.604
O: -0.911 -0.242 -1.819
N: 1.171 -0.457 -0.777
C: 0.732 -0.237 0.607
P: 1.992 0.886 -1.540
C: 3.511 0.057 -2.228
C: 4.706 0.026 -1.235
C: 4.550 -1.200 -0.366
F: 5.424 -1.148 0.719
H: 0.462 -2.173 -3.269
H: -0.619 -2.916 -2.036
H: 1.101 -2.768 -1.759
H: 0.247 0.720 0.772
H: 0.028 -1.015 0.897
H: 1.597 -0.346 1.255
H: 2.478 1.770 -0.555
H: 3.200 -0.980 -2.366
H: 3.772 0.498 -3.181
H: 5.645 -0.002 -1.783
H: 4.651 0.892 -0.587
H: 3.530 -1.311 -0.007
H: 4.820 -2.086 -0.945
C: 7.479 3.506 -1.474
C: 6.026 3.405 -1.507
N: 4.881 3.324 -1.526
H: 7.895 3.059 -2.376
H: 7.779 4.550 -1.417
H: 7.864 2.974 -0.607
C: -1.493 -4.177 -5.963
C: -0.352 -4.294 -5.059
N: 0.549 -4.372 -4.350
H: -2.356 -3.789 -5.427
H: -1.251 -3.500 -6.781
H: -1.740 -5.153 -6.378
C: -2.105 3.790 1.433
C: -0.718 3.464 1.120
N: 0.377 3.203 0.893
H: -2.455 3.162 2.242
H: -2.182 4.833 1.732
H: -2.728 3.619 0.558
C: -6.606 1.857 1.420
C: -5.448 2.315 2.175
N: -4.544 2.611 2.819
H: -7.182 2.708 1.057
H: -6.287 1.254 0.573
H: -7.222 1.248 2.080
C: -1.910 -6.531 -9.784
C: -2.658 -5.343 -9.392
N: -3.259 -4.418 -9.069
H: -1.641 -6.467 -10.837
H: -1.008 -6.611 -9.194
H: -2.527 -7.411 -9.617
C: -5.168 -0.499 5.463
C: -6.037 -0.503 4.296
N: -6.716 -0.397 3.376
H: -4.468 0.327 5.372
H: -5.756 -0.365 6.368
H: -4.620 -1.436 5.525
C: -5.652 -8.641 -7.723
C: -4.252 -8.873 -8.065
N: -3.151 -9.055 -8.336
H: -5.971 -9.361 -6.974
H: -5.770 -7.635 -7.327
H: -6.269 -8.751 -8.612
C: -2.586 3.853 4.699
C: -3.077 2.894 5.676
N: -3.481 2.069 6.366
H: -1.761 4.431 5.108
H: -2.238 3.319 3.819
H: -3.392 4.525 4.412
C: 1.346 5.482 6.968
C: 0.837 5.347 5.607
N: 0.436 5.239 4.536
H: 0.693 4.964 7.664
H: 2.343 5.053 7.032
H: 1.394 6.534 7.240
C: -0.689 7.319 10.503
C: 0.233 6.211 10.293
N: 0.961 5.336 10.144
H: -0.131 8.247 10.597
H: -1.375 7.394 9.661
H: -1.255 7.150 11.416
C: 2.378 4.982 1.216
C: 3.617 5.754 1.240
N: 4.591 6.361 1.261
H: 2.109 4.685 2.228
H: 1.574 5.585 0.801
H: 2.508 4.094 0.600
C: 2.680 3.921 13.250
C: 1.884 5.138 13.344
N: 1.264 6.102 13.394
H: 2.633 3.537 12.233
H: 3.715 4.137 13.507
H: 2.290 3.172 13.936
C: 0.912 4.511 -2.631
C: 0.313 5.049 -3.849
N: -0.157 5.473 -4.806
H: 1.725 5.155 -2.304
H: 0.164 4.453 -1.844
H: 1.302 3.512 -2.816
C: 7.777 -1.877 -2.942
C: 8.445 -0.586 -3.070
N: 8.971 0.430 -3.163
H: 7.056 -1.999 -3.749
H: 8.511 -2.677 -2.994
H: 7.258 -1.928 -1.987
C: 1.922 -1.983 -6.874
C: 1.797 -2.765 -8.099
N: 1.700 -3.386 -9.059
H: 1.638 -2.597 -6.020
H: 2.951 -1.651 -6.747
H: 1.272 -1.112 -6.921
C: 0.404 -7.909 -5.653
C: 0.207 -8.136 -7.079
N: 0.037 -8.319 -8.200
H: -0.502 -7.491 -5.218
H: 0.637 -8.849 -5.158
H: 1.223 -7.209 -5.501
C: -6.433 -2.818 -7.533
C: -5.349 -2.892 -6.561
N: -4.492 -2.961 -5.803
H: -7.333 -2.441 -7.054
H: -6.149 -2.152 -8.345
H: -6.627 -3.809 -7.939
C: 1.924 1.441 3.481
C: 0.574 1.038 3.862
N: -0.482 0.729 4.190
H: 2.298 0.791 2.695
H: 1.911 2.467 3.120
H: 2.585 1.372 4.343
C: -3.239 -4.005 7.524
C: -4.129 -4.047 6.368
N: -4.829 -4.071 5.458
H: -2.542 -3.175 7.420
H: -3.823 -3.870 8.432
H: -2.681 -4.936 7.592

Computed properties:
net charge = 0
highest occupied orbital energy = -7.970 eV
relative energy (zero: lowest compared OMol25 entry of this formula, charge and spin) = 0.0000 eV

Results of the Löwdin charge analysis, in e, for atoms 1 through 4: atom 1 (C): -0.0261, atom 2 (C): -0.5447, atom 3 (O): 0.0745, atom 4 (N): -0.3491

The following energy values (in hartree) correspond, in order, to the records above: -4104.04893, -3329.95959.